No. 1
Molecular formula: C48H61B2F3N5O12S
Method: DFT, ωB97M-V/def2-TZVPD

HOMO energy: -4.929 eV
E: -3789.70019 Eh
frontier orbital gap: 0.1849 Ha

```
! RIJCOSX wB97M-V def2-TZVPD def2/J DEFGRID3
* xyz -1 1
C 7.643 1.286 3.301
C 7.412 0.764 1.873
C 6.351 -0.349 1.775
C 6.959 -1.714 1.440
C 5.983 -2.876 1.678
C 5.902 -3.887 0.521
C 4.701 -3.655 -0.384
C 3.367 -4.006 0.259
C 2.178 -3.718 -0.643
C 0.856 -4.255 -0.016
C -0.302 -3.248 -0.112
C -1.131 -3.034 1.165
C -0.365 -2.504 2.360
C 0.820 -1.598 1.969
C 0.562 -0.415 1.073
C 1.668 0.166 0.422
C 1.498 1.234 -0.468
C 0.226 1.752 -0.733
C -0.881 1.208 -0.077
C -2.276 1.714 -0.313
C -0.693 0.140 0.824
O -1.233 -1.764 3.194
B -0.834 -1.835 4.579
S -2.340 -2.435 5.731
C -0.394 -0.419 5.255
O 0.423 0.445 4.363
C 1.611 0.749 4.786
F 2.403 -0.303 5.021
F 2.229 1.493 3.879
F 1.621 1.457 5.930
O 0.234 -2.847 4.609
C 0.227 -3.541 3.378
B -0.512 -4.943 3.580
N -1.094 -5.427 4.849
O -0.555 -5.789 2.460
H 8.563 0.881 3.714
H 6.842 0.964 3.959
H 7.695 2.369 3.336
H 7.119 1.595 1.236
H 8.345 0.378 1.468
H 5.781 -0.420 2.697
H 5.665 -0.107 0.966
H 7.878 -1.857 2.007
H 7.239 -1.701 0.386
H 6.301 -3.398 2.578
H 4.994 -2.479 1.897
H 6.800 -3.758 -0.085
H 5.940 -4.908 0.896
H 4.821 -4.272 -1.276
H 4.678 -2.613 -0.706
H 3.356 -5.060 0.541
H 3.269 -3.442 1.187
H 2.073 -2.645 -0.792
H 2.346 -4.233 -1.587
H 1.064 -4.536 1.008
H 0.569 -5.148 -0.563
H -1.015 -3.634 -0.838
H 0.024 -2.294 -0.515
H -1.656 -3.960 1.384
H -1.893 -2.312 0.889
H 1.356 -1.312 2.866
H 1.502 -2.239 1.407
H 2.663 -0.216 0.608
H 2.356 1.671 -0.959
H 0.094 2.565 -1.434
H -2.716 2.077 0.612
H -2.310 2.466 -1.096
H -2.898 0.880 -0.639
H -1.555 -0.251 1.342
H -1.665 -3.171 6.615
H 0.171 -0.607 6.166
H -1.260 0.175 5.527
H 1.258 -3.828 3.131
H -2.106 -5.376 4.750
H -0.907 -6.428 4.909
H -0.326 -6.697 2.677
C 0.595 1.389 -5.715
C -0.513 1.564 -4.897
C -0.965 0.518 -4.109
C -0.293 -0.688 -4.156
C 0.810 -0.885 -4.965
C 1.254 0.166 -5.751
N -0.758 -1.792 -3.300
O -1.736 -1.591 -2.612
O -0.123 -2.828 -3.318
H 0.951 2.210 -6.324
H -1.019 2.516 -4.866
H -1.822 0.644 -3.464
H 1.316 -1.838 -4.979
H 2.117 0.031 -6.388
C -1.122 7.569 -7.203
C -0.249 8.147 -6.291
C 0.063 7.488 -5.113
C -0.507 6.252 -4.873
C -1.383 5.662 -5.764
C -1.691 6.331 -6.936
N -0.159 5.540 -3.630
O 0.595 6.094 -2.859
O -0.642 4.439 -3.458
H -1.362 8.085 -8.124
H 0.192 9.113 -6.498
H 0.740 7.929 -4.397
H -1.822 4.700 -5.551
H -2.373 5.882 -7.645
C -6.081 8.976 -10.912
C -5.221 9.552 -9.987
C -4.909 8.880 -8.816
C -5.466 7.635 -8.596
C -6.329 7.045 -9.501
C -6.636 7.727 -10.668
N -5.121 6.909 -7.362
O -4.369 7.456 -6.583
O -5.593 5.801 -7.209
H -6.320 9.502 -11.827
H -4.792 10.526 -10.178
H -4.243 9.320 -8.089
H -6.753 6.073 -9.302
H -7.308 7.280 -11.388
C -3.809 -4.134 8.550
C -4.976 -3.864 9.254
C -5.522 -4.821 10.094
C -4.882 -6.042 10.216
C -3.722 -6.334 9.519
C -3.187 -5.369 8.681
N -5.447 -7.055 11.118
O -6.478 -6.785 11.705
O -4.853 -8.110 11.232
H -3.378 -3.388 7.894
H -5.460 -2.903 9.148
H -6.429 -4.620 10.644
H -3.244 -7.295 9.628
H -2.283 -5.576 8.124
*
```

These are the Mulliken partial charges, in e, on atoms 1 to 99: -1.088 -0.639 -0.294 -0.836 -0.285 -1.147 -0.825 -0.078 -0.737 -0.812 0.205 -2.600 1.986 -0.040 -0.228 -1.091 -1.314 -0.480 0.485 -1.773 0.631 -0.553 1.261 -0.556 -0.741 -0.147 0.910 -0.275 -0.288 -0.317 -0.703 -0.827 0.854 -0.570 -0.658 0.277 0.332 0.297 0.388 0.392 0.404 -0.005 0.339 0.406 0.404 0.010 0.442 0.489 0.420 0.286 0.267 -0.027 0.084 0.724 0.294 0.649 0.819 -0.446 0.758 0.433 0.852 -1.432 0.857 0.451 0.664 0.434 0.289 0.365 0.606 0.050 0.337 0.162 -0.165 0.215 0.165 0.283 -0.465 0.056 -0.438 0.021 -0.520 -0.514 1.116 -0.597 -0.624 0.414 0.281 0.398 0.481 0.383 -0.399 -0.539 -0.375 0.117 -0.153 -0.760 1.010 -0.613 -0.544



No. 2
Molecular formula: C48H62CeN2P3Si
Method: DFT, ωB97M-V/def2-TZVPD

HOMO energy (alpha / beta): -12.145 / -12.076 eV
E: -3764.05020 Eh
frontier orbital gap (alpha / beta): 0.2407 / 0.2390 Ha
<S²>: 0.7535

```
! RIJCOSX wB97M-V def2-TZVPD def2/J DEFGRID3
* xyz 2 2
Ce -0.024 -0.520 -0.367
C -0.029 -3.488 3.593
C -0.195 -2.580 2.375
C -1.046 -3.334 1.336
P -0.890 -0.808 2.569
C -1.910 -1.025 4.139
C -3.249 -1.646 3.735
C -2.146 0.227 4.975
C 0.530 0.220 3.181
C 1.122 -0.175 4.380
C 2.017 0.635 5.059
C 2.236 1.921 4.600
C 1.648 2.331 3.412
C 0.859 1.486 2.630
Si 0.573 1.970 0.761
C 2.278 2.348 -0.099
C 3.308 2.975 0.605
C 4.577 3.151 0.078
C 4.859 2.672 -1.190
C 3.855 2.072 -1.928
C 2.566 1.925 -1.416
P 1.238 1.275 -2.503
C 2.069 0.405 -3.946
C 2.573 1.232 -5.126
C 1.064 -0.649 -4.436
C 0.432 2.882 -3.033
C 1.391 4.009 -3.398
C -0.603 2.653 -4.135
C -0.433 3.559 0.459
C 0.194 4.793 0.295
C -0.530 5.909 -0.091
C -1.886 5.791 -0.355
C -2.529 4.572 -0.193
C -1.815 3.456 0.235
P -2.599 1.857 0.674
C -3.918 1.655 -0.628
C -4.732 0.404 -0.305
C -3.211 1.528 -1.975
C -3.514 2.395 2.226
C -4.719 3.312 2.053
C -2.488 3.035 3.163
H 0.397 -4.438 3.268
H -0.983 -3.710 4.069
H 0.648 -3.080 4.338
H 0.805 -2.412 1.956
H -1.976 -3.685 1.781
H -0.513 -4.211 0.963
H -1.324 -2.702 0.475
H -1.352 -1.731 4.756
H -3.747 -1.036 2.980
H -3.904 -1.711 4.603
H -3.136 -2.653 3.335
H -2.885 0.878 4.519
H -1.235 0.795 5.153
H -2.534 -0.079 5.947
H 0.862 -1.130 4.811
H 2.487 0.279 5.965
H 2.871 2.598 5.157
H 1.797 3.355 3.094
H 3.122 3.332 1.607
H 5.339 3.658 0.653
H 5.851 2.776 -1.605
H 4.087 1.725 -2.924
H 2.914 -0.121 -3.485
H 1.754 1.731 -5.637
H 3.048 0.563 -5.844
H 3.307 1.979 -4.836
H 0.209 -0.171 -4.915
H 0.701 -1.262 -3.604
H 1.528 -1.311 -5.166
H -0.096 3.168 -2.113
H 1.995 3.765 -4.269
H 2.053 4.260 -2.571
H 0.806 4.896 -3.640
H -0.127 2.528 -5.105
H -1.257 3.522 -4.206
H -1.224 1.777 -3.939
H 1.261 4.880 0.451
H -0.033 6.861 -0.210
H -2.447 6.653 -0.687
H -3.585 4.503 -0.414
H -4.582 2.520 -0.660
H -4.083 -0.477 -0.268
H -5.496 0.235 -1.064
H -5.230 0.497 0.660
H -2.456 0.719 -1.937
H -2.698 2.454 -2.234
H -3.919 1.290 -2.770
H -3.861 1.452 2.665
H -4.414 4.307 1.736
H -5.216 3.413 3.018
H -5.450 2.919 1.349
H -2.194 4.015 2.791
H -1.588 2.424 3.249
H -2.912 3.173 4.157
C 4.230 -0.878 2.158
C 3.207 -0.448 1.311
N 2.483 -1.251 0.547
C 2.806 -2.572 0.543
C 3.833 -3.098 1.351
C 4.532 -2.215 2.193
C 4.169 -4.485 1.283
C 3.540 -5.307 0.415
C 2.505 -4.808 -0.432
C 1.858 -5.633 -1.368
C 0.861 -5.109 -2.153
C 0.500 -3.774 -1.969
N 1.083 -2.963 -1.099
C 2.101 -3.457 -0.350
H 4.764 -0.161 2.764
H 2.987 0.606 1.240
H 5.308 -2.604 2.837
H 4.956 -4.841 1.931
H 3.816 -6.349 0.339
H 2.154 -6.669 -1.459
H 0.360 -5.707 -2.898
H -0.314 -3.360 -2.556
*
```

These are the Mulliken partial charges, in e, on atoms 1 to 99: 0.529 -1.727 2.207 -1.334 1.290 0.545 -1.453 -1.685 0.667 -0.743 -1.071 -1.255 -0.475 0.880 -2.001 1.202 0.327 -1.178 -1.178 -1.071 0.545 0.752 0.532 -1.700 -1.365 2.785 -1.588 -1.613 0.208 0.170 -1.021 -0.968 -0.397 0.032 0.993 0.251 -1.532 -0.955 0.909 -1.780 -1.976 0.513 0.325 0.404 -1.180 0.498 0.400 0.069 0.779 0.144 0.498 0.274 0.300 0.212 0.512 0.252 0.515 0.429 0.617 0.344 0.462 0.487 0.320 0.704 0.291 0.489 0.317 0.301 0.166 0.509 -1.851 0.253 0.284 0.508 0.315 0.456 0.263 0.435 0.433 0.441 0.477 0.637 0.172 0.482 0.349 -0.178 0.199 0.625 0.388 0.320 0.524 0.359 0.373 0.331 0.631 -1.218 -0.090 0.696 -0.322



No. 3
Molecular formula: C48H62IrN2O5S3
Method: DFT, ωB97M-V/def2-TZVPD

HOMO energy: -9.743 eV
E: -3650.73294 Eh
frontier orbital gap: 0.2909 Ha

```
! RIJCOSX wB97M-V def2-TZVPD def2/J DEFGRID3
* xyz 1 1
Ir -0.464 0.134 -0.028
O -0.332 1.079 1.934
S -0.053 1.122 3.423
C 1.734 0.817 3.507
C 2.542 1.798 2.667
C 3.853 1.198 2.161
C 3.763 -0.108 1.381
S 2.829 -0.102 -0.162
O 1.553 0.653 0.192
C 3.752 1.111 -1.082
C 4.995 0.774 -1.598
C 5.694 1.724 -2.323
C 5.138 2.981 -2.540
C 3.883 3.289 -2.039
C 3.178 2.349 -1.299
C -0.542 -0.355 4.279
C -1.366 -0.162 5.379
C -1.785 -1.265 6.112
C -1.389 -2.537 5.727
C -0.570 -2.718 4.616
C -0.134 -1.625 3.888
H 1.824 -0.202 3.130
H 2.016 0.816 4.561
H 2.784 2.687 3.253
H 1.939 2.114 1.819
H 4.507 0.988 3.014
H 4.372 1.945 1.557
H 3.306 -0.912 1.962
H 4.761 -0.456 1.099
H 5.409 -0.217 -1.450
H 6.667 1.482 -2.731
H 5.685 3.717 -3.115
H 3.446 4.263 -2.227
H 2.188 2.550 -0.910
H -1.684 0.837 5.652
H -2.426 -1.130 6.972
H -1.724 -3.397 6.292
H -0.272 -3.713 4.310
H 0.474 -1.763 3.003
C 0.495 -3.416 -2.810
C 1.525 -2.526 -2.100
C 2.805 -3.323 -1.872
C 1.730 -1.235 -2.869
C 2.842 -1.054 -3.681
C 2.985 0.085 -4.458
C 2.001 1.053 -4.446
C 0.869 0.926 -3.643
C -0.218 1.984 -3.758
C 0.317 3.403 -3.556
C -0.919 1.870 -5.115
C 0.759 -0.216 -2.833
N -0.394 -0.369 -1.984
C -1.560 -0.535 -2.532
C -2.688 -0.440 -1.718
C -4.047 -0.609 -1.964
C -4.666 -0.497 -0.730
C -3.669 -0.265 0.241
N -2.463 -0.199 -0.372
C -3.911 -0.290 1.738
C -3.607 1.054 2.408
C -5.378 -0.625 2.023
C -3.040 -1.398 2.334
H 0.338 -4.336 -2.245
H 0.855 -3.680 -3.808
H -0.471 -2.926 -2.905
H 1.127 -2.254 -1.126
H 3.190 -3.745 -2.803
H 2.595 -4.158 -1.202
H 3.595 -2.717 -1.420
H 3.602 -1.823 -3.723
H 3.858 0.207 -5.088
H 2.106 1.923 -5.082
H -0.952 1.808 -2.976
H 1.063 3.667 -4.308
H 0.770 3.512 -2.570
H -0.497 4.127 -3.646
H -0.226 2.079 -5.932
H -1.742 2.584 -5.183
H -1.323 0.869 -5.278
H -1.631 -0.727 -3.598
H -4.504 -0.818 -2.919
H -5.717 -0.607 -0.530
H -4.282 1.830 2.037
H -2.587 1.374 2.221
H -3.759 0.968 3.487
H -6.053 0.133 1.621
H -5.530 -0.668 3.103
H -5.655 -1.594 1.605
H -1.987 -1.207 2.147
H -3.289 -2.360 1.880
H -3.196 -1.466 3.414
C -0.125 4.621 0.932
C -1.259 4.539 -0.078
S -1.916 2.870 -0.099
O -0.728 2.094 -0.703
C -3.112 3.006 -1.429
C -4.387 3.688 -0.951
H 0.270 5.636 0.966
H 0.682 3.944 0.654
H -0.468 4.353 1.933
H -0.925 4.762 -1.094
H -2.089 5.199 0.180
H -3.303 1.969 -1.713
H -2.630 3.520 -2.264
H -4.833 3.142 -0.120
H -5.109 3.699 -1.767
H -4.221 4.721 -0.644
O -1.519 -2.917 -0.289
C -0.584 -2.782 0.471
O 0.016 -1.651 0.765
C 0.024 -3.955 1.189
C 1.336 -3.918 1.652
C 1.881 -5.016 2.304
C 1.107 -6.151 2.506
C -0.202 -6.192 2.042
C -0.739 -5.102 1.374
H 1.933 -3.028 1.482
H 2.906 -4.989 2.650
H 1.528 -7.007 3.017
H -0.801 -7.080 2.194
H -1.749 -5.120 0.986
*
```

These are the Mulliken partial charges, in e, on atoms 1 to 99: 2.367 -0.377 0.037 -0.348 0.713 -1.535 -1.113 1.478 -0.525 0.601 -1.091 -0.845 -0.633 -0.795 -0.116 1.273 -0.700 -0.835 -0.749 -0.771 0.538 -0.313 0.818 0.618 -0.910 0.528 0.441 0.645 0.918 0.405 0.445 0.421 0.446 0.228 0.466 0.410 0.451 0.328 -0.396 -1.443 2.680 -2.036 0.338 -0.164 -1.626 -0.193 0.828 2.326 -1.172 -1.824 -1.160 1.115 -0.482 -0.182 -1.698 -0.836 -0.527 0.762 2.849 -1.002 -2.402 -0.910 0.404 0.388 0.191 -1.392 0.544 0.399 0.188 0.401 0.453 0.437 -1.520 0.441 -0.237 0.493 0.369 0.441 0.352 0.499 0.638 0.710 0.288 -0.449 0.486 0.459 0.448 0.454 -0.612 0.505 0.528 -0.795 -0.679 1.068 -1.711 0.165 -1.322 0.487 -0.080



No. 4
Molecular formula: C48H64IrN2O5
Method: DFT, ωB97M-V/def2-TZVPD

HOMO energy (alpha / beta): -10.199 / -10.679 eV
E: -2457.26981 Eh
frontier orbital gap (alpha / beta): 0.3142 / 0.2285 Ha
<S²>: 6.0287

```
! RIJCOSX wB97M-V def2-TZVPD def2/J DEFGRID3
* xyz 1 5
Ir -0.083 1.611 1.239
C 3.461 -0.602 0.444
O 2.661 0.544 0.210
C 2.373 1.384 1.250
C 2.260 1.014 2.613
C 2.206 -0.398 3.151
C 1.055 -1.294 2.754
C 1.296 -2.659 2.647
C 0.282 -3.575 2.403
C -1.014 -3.073 2.223
C -1.304 -1.727 2.312
C -2.713 -1.215 2.104
C -2.960 -0.725 0.690
C -3.184 -1.680 -0.301
C -3.273 -1.360 -1.649
C -3.096 -0.023 -2.003
C -2.878 0.966 -1.060
C -2.551 2.382 -1.494
C -1.110 2.506 -1.941
C -0.769 2.268 -3.256
C 0.548 2.325 -3.724
C 1.540 2.607 -2.796
C 1.260 2.866 -1.459
C 2.420 3.193 -0.544
C 2.313 2.767 0.897
C 2.223 3.723 1.890
C 2.164 3.388 3.241
C 2.171 2.039 3.558
C 2.068 4.488 4.284
C 2.018 3.934 5.708
C 0.793 5.301 4.032
C 3.299 5.397 4.149
C -0.083 2.867 -1.026
O -0.408 3.297 0.198
C 0.835 2.072 -5.197
C 2.314 2.240 -5.537
C 0.024 3.072 -6.035
C 0.413 0.642 -5.559
C -2.865 0.607 0.291
O -2.562 1.636 1.170
C -3.447 1.924 2.257
C -3.553 -2.394 -2.738
C -4.893 -2.055 -3.399
C -3.626 -3.821 -2.192
C -2.442 -2.347 -3.793
C -0.260 -0.833 2.617
O -0.564 0.468 2.768
C 0.514 -5.078 2.381
C -0.363 -5.720 3.466
C 1.973 -5.439 2.660
C 0.126 -5.649 1.012
H 4.299 -0.360 1.102
H 2.872 -1.425 0.856
H 3.844 -0.888 -0.533
H 3.139 -0.920 2.932
H 2.177 -0.306 4.241
H 2.310 -3.002 2.782
H -1.826 -3.756 2.016
H -3.408 -2.033 2.302
H -2.904 -0.442 2.841
H -3.274 -2.708 0.013
H -3.123 0.262 -3.045
H -3.192 2.642 -2.340
H -2.749 3.084 -0.685
H -1.561 2.024 -3.951
H 2.574 2.634 -3.105
H 3.310 2.727 -0.975
H 2.585 4.274 -0.564
H 2.182 4.759 1.587
H 2.074 1.738 4.589
H 1.152 3.291 5.861
H 2.919 3.374 5.955
H 1.941 4.761 6.412
H -0.093 4.681 4.159
H 0.735 6.125 4.739
H 0.770 5.720 3.029
H 4.220 4.824 4.243
H 3.315 5.913 3.191
H 3.288 6.154 4.932
H 2.661 3.249 -5.325
H 2.941 1.534 -4.992
H 2.463 2.054 -6.600
H 0.243 4.096 -5.735
H 0.279 2.963 -7.088
H -1.047 2.910 -5.933
H 1.030 -0.089 -5.038
H -0.625 0.449 -5.305
H 0.532 0.478 -6.628
H -4.320 1.270 2.222
H -2.911 1.788 3.197
H -3.767 2.963 2.156
H -5.693 -2.030 -2.661
H -4.859 -1.086 -3.891
H -5.143 -2.803 -4.149
H -4.432 -3.936 -1.471
H -3.815 -4.514 -3.010
H -2.691 -4.117 -1.716
H -2.346 -1.361 -4.239
H -1.484 -2.608 -3.347
H -2.651 -3.057 -4.593
H -0.188 -5.253 4.434
H -1.421 -5.628 3.233
H -0.131 -6.780 3.551
H 2.289 -5.100 3.646
H 2.090 -6.521 2.629
H 2.646 -5.015 1.915
H -0.883 -5.364 0.726
H 0.816 -5.302 0.242
H 0.173 -6.735 1.032
C 1.030 -3.304 -1.458
N 0.508 -2.296 -0.566
C 0.348 -0.994 -0.882
N 0.723 -0.571 -2.102
O -0.158 -0.237 -0.039
H 1.031 -4.260 -0.939
H 2.062 -3.084 -1.744
H 0.424 -3.407 -2.359
H 0.132 -2.567 0.333
H 1.218 -1.168 -2.734
H 0.740 0.425 -2.273
*
```

These are the Mulliken partial charges, in e, on atoms 1 to 99: 1.874 -0.943 -0.303 0.071 0.038 -1.475 0.907 -0.300 -0.211 -0.862 1.462 -1.709 0.153 -0.398 0.036 -0.500 0.484 -1.911 0.937 -0.476 -0.315 -0.281 1.178 -1.965 0.439 -0.641 -0.389 -0.531 1.918 -2.103 -1.620 -1.701 -0.071 -1.052 2.035 -2.190 -1.744 -1.654 0.270 -0.756 -1.151 2.232 -1.881 -2.112 -1.390 -0.595 -1.189 2.342 -1.691 -2.211 -1.684 0.411 0.201 0.297 0.440 0.671 0.596 0.463 0.598 0.493 0.585 0.456 0.767 0.530 0.431 0.706 0.352 0.755 0.563 0.654 0.392 0.413 0.436 0.311 0.498 0.335 0.361 0.320 0.491 0.404 0.376 0.455 0.409 0.493 0.285 0.225 0.335 0.538 0.437 0.286 0.292 0.406 0.294 0.499 0.404 0.440 0.276 0.350 -0.038